P | Entry from the Open Molecules 2025 dataset: C15H13N4O2ReS4Sb as an isolated structure (wB97M-V/def2-TZVPD).

The calculation puts the lowest unoccupied orbital energy at -11.09 eV. The frontier orbital gap is 5.78 eV. For the HOMO energy, the calculation gives -0.620 hartree.

```
! RIJCOSX wB97M-V def2-TZVPD def2/J DEFGRID3
* xyz 3 1
Re 0.7146 1.3291 0.7616
Sb 1.7786 -1.0673 8.9857
S 1.3533 3.2552 1.1372
S 3.7523 -1.7374 8.5505
S -0.1761 -0.3678 9.4571
S 0.7927 0.3530 2.6080
O 2.3945 0.6001 -0.1519
O -0.7642 1.9275 -2.9967
N -1.7313 -0.3309 -0.1445
N -0.5323 -0.5451 0.1033
N -1.2879 1.9259 0.4823
N 0.7656 1.2867 -1.3820
C -2.1492 0.9893 0.0006
C 2.6132 0.6322 -2.6949
C 1.9773 0.8125 -1.3692
C -0.9592 -2.8598 -0.5650
C -3.4418 1.2858 -0.3763
C 1.2313 -2.2115 0.2690
C -3.0207 3.5589 0.2066
C 1.4842 1.1149 -3.6323
C -0.5027 -4.1499 -0.7305
C 0.8108 -4.4780 -0.4023
C 0.3169 1.5185 -2.7363
C -0.0864 -1.8847 -0.0619
C -3.8895 2.5941 -0.2817
C -1.7432 3.1990 0.5713
C 1.6733 -3.5107 0.0974
H -4.8951 2.8551 -0.5839
H -1.0599 3.9412 0.9532
H 1.9143 -1.4716 0.6564
H -1.9745 -2.6017 -0.8249
H 2.6920 -3.7691 0.3507
H -1.1692 -4.9066 -1.1205
H -3.3196 4.5928 0.3073
H -4.0625 0.4840 -0.7499
H 1.1614 -5.4922 -0.5403
H 2.8984 -0.4113 -2.8414
H 1.7719 1.9745 -4.2368
H 1.1410 0.3402 -4.3173
H 3.5277 1.2251 -2.7578
*
```

=====

Q | Entry from the Open Molecules 2025 dataset: C15H13N4O2ReS4Sb as an isolated structure (wB97M-V/def2-TZVPD).

The calculation puts the lowest unoccupied orbital energy at -10.26 eV. The frontier orbital gap is 6.14 eV. For the HOMO energy, the calculation gives -0.603 hartree.

```
! RIJCOSX wB97M-V def2-TZVPD def2/J DEFGRID3
* xyz 3 1
Re 1.1481 -0.2891 0.0166
Sb 2.1134 -0.9134 -10.3721
S 2.8897 -1.5753 0.5234
S 1.1022 -0.2385 -2.0226
S 0.6991 -2.5022 -10.4987
S 3.5309 0.6752 -10.2818
O -1.7561 -1.1809 1.8837
O 2.1410 -3.1191 0.8032
N -0.0659 2.1386 1.2289
N 2.1277 1.3576 0.8240
N -0.4337 1.1257 0.5954
N 0.2136 -1.9128 0.8767
C 1.3089 2.2618 1.4208
C -1.0853 -2.0989 1.5576
C 4.0052 2.6064 1.6024
C -2.2394 0.1243 -0.6805
C 3.1608 3.5073 2.2386
C -3.5630 0.1052 -1.0716
C -2.7010 2.0146 0.7736
C -4.4566 1.0269 -0.5373
C -4.0243 1.9736 0.3863
C 3.4607 1.5427 0.9160
C -1.2707 -3.5754 1.8089
C 0.8845 -3.0522 1.0149
C 0.0867 -4.2107 1.4956
C -1.8065 1.0860 0.2321
C 1.7858 3.3357 2.1405
H 1.0802 4.0159 2.5960
H -4.7256 2.6807 0.8066
H -5.4962 1.0029 -0.8351
H -3.9051 -0.6318 -1.7846
H 5.0796 2.7159 1.6419
H -2.3639 2.7441 1.4939
H 3.5670 4.3401 2.7974
H 0.0531 -4.9713 0.7130
H 0.5805 -4.6627 2.3566
H -1.5532 -0.6069 -1.0830
H 4.0911 0.8198 0.4165
H -2.0733 -3.9406 1.1673
H -1.5901 -3.7190 2.8395
*
```

=====

We find Q to be the most stable, with the next structure 0.0527 hartree higher.

=====

P | Entry from the Open Molecules 2025 dataset: a 2-piece molecular cluster, C4H12N2O2 overall (wB97M-V/def2-TZVPD).

The calculation puts the lowest unoccupied orbital energy at 0.63 eV. The frontier orbital gap is 9.60 eV. For the HOMO energy, the calculation gives -0.330 hartree. Its SMILES is NC(=O)CO.CCN.

```
! RIJCOSX wB97M-V def2-TZVPD def2/J DEFGRID3
* xyz 0 1
O -2.9480 -0.1713 -0.6846
O -1.2759 1.8105 -0.1778
N -0.4670 0.8916 1.7184
N 1.5101 0.7924 -1.5160
C -2.2389 -0.2583 0.5136
C 1.3022 -0.6194 -1.2655
C 1.8342 -1.1320 0.0775
C -1.2901 0.9250 0.6494
H 0.8908 1.3660 -0.9547
H 1.8023 -1.1683 -2.0718
H -0.5741 0.2054 2.4431
H 2.9110 -0.9813 0.1366
H 0.2316 -0.8164 -1.3462
H -1.6646 -1.1944 0.5398
H -2.6761 0.6615 -1.1056
H -2.9370 -0.2554 1.3642
H 0.1224 1.6894 1.9043
H 1.6290 -2.1949 0.1818
H 2.4697 1.0533 -1.3118
H 1.3684 -0.6034 0.9053
*
```

=====

Q | Entry from the Open Molecules 2025 dataset: a 2-piece molecular cluster, C4H12N2O2 overall (wB97M-V/def2-TZVPD).

The calculation puts the lowest unoccupied orbital energy at 0.85 eV. The frontier orbital gap is 10.31 eV. For the HOMO energy, the calculation gives -0.348 hartree. Its SMILES is CNC(=O)[C@@H](C)N.O.

```
! RIJCOSX wB97M-V def2-TZVPD def2/J DEFGRID3
* xyz 0 1
O -0.6043 -1.1231 0.6959
O 3.7074 0.0991 6.5926
N 0.7914 -1.1156 -1.0613
N -1.0898 1.5701 -0.5657
C -0.3193 -0.6813 -0.4146
C -1.3242 0.2385 -1.1011
C 1.3780 -0.3363 -2.1253
C -2.7329 -0.2866 -0.9858
H -3.4616 0.5278 -0.9913
H -1.1198 1.5964 0.4399
H 1.5361 0.6857 -1.7866
H -0.9823 0.3824 -2.1204
H 1.3765 -1.7385 -0.5318
H -2.8634 -0.8046 -0.0409
H -3.0506 -0.9097 -1.8184
H 0.8101 -0.4813 -3.0480
H 2.3435 -0.7768 -2.3635
H 2.9454 0.5072 6.1606
H 4.4156 0.4149 6.0201
H -1.7557 2.2317 -0.9544
*
```

=====

We find P to be the most stable, with the next structure 0.0107 hartree higher.

=====

P | Entry from the Open Molecules 2025 dataset: one molecule with the formula C4H12N2O2 (wB97M-V/def2-TZVPD).

The calculation puts the lowest unoccupied orbital energy at 0.76 eV. The frontier orbital gap is 9.45 eV. For the HOMO energy, the calculation gives -0.319 hartree. Its SMILES is CNC[C@@H](N)C(O)O.

```
! RIJCOSX wB97M-V def2-TZVPD def2/J DEFGRID3
* xyz 0 1
O -1.8969 -1.4862 -1.0669
O -2.3985 0.7174 -0.5781
N -0.6077 0.5222 1.7367
N 1.7995 -0.1910 0.2602
C 2.8816 0.3746 -0.5141
C -0.5914 -0.4158 0.6277
C 0.5043 -0.0024 -0.3581
C -1.9704 -0.5141 -0.0678
H -1.7724 0.9983 -1.2576
H 3.8177 0.2191 0.0185
H -2.7597 -1.5709 -1.4902
H -2.7334 -0.7776 0.6848
H 2.9356 -0.1464 -1.4711
H -0.9967 1.4071 1.4213
H 0.3447 1.0514 -0.6628
H -0.3395 -1.4079 1.0117
H 0.4489 -0.6375 -1.2475
H 2.7651 1.4518 -0.7165
H 1.7703 0.2281 1.1858
H -1.2012 0.1798 2.4840
*
```

=====

Q | Entry from the Open Molecules 2025 dataset: a 2-piece molecular cluster, C4H12N2O2 overall (wB97M-V/def2-TZVPD).

The calculation puts the lowest unoccupied orbital energy at 0.85 eV. The frontier orbital gap is 9.90 eV. For the HOMO energy, the calculation gives -0.332 hartree. Its SMILES is CN(C)NO.CC=O.

```
! RIJCOSX wB97M-V def2-TZVPD def2/J DEFGRID3
* xyz 0 1
O -1.5606 -1.6863 -0.7023
O -1.3664 1.4865 2.0314
N -0.0358 0.4494 0.3678
N -0.8971 0.2442 1.4323
C -0.3824 -1.8479 -0.5076
C 1.2708 0.8759 0.8325
C -0.5605 1.2734 -0.7108
C 0.6722 -1.8169 -1.5712
H -0.9287 1.5294 2.8900
H 1.5788 0.2136 1.6395
H 1.5589 -1.3027 -1.2148
H -0.7999 2.2878 -0.3735
H 0.9492 -2.8469 -1.7957
H 1.9820 0.8008 0.0121
H 0.2943 -1.3489 -2.4757
H -1.7471 -0.1863 1.0627
H -0.0079 -2.1590 0.4840
H 0.1791 1.3237 -1.5064
H -1.4653 0.7993 -1.0910
H 1.2665 1.9111 1.1968
*
```

=====

We find P to be the most stable, with the next structure 0.0984 hartree higher.

=====

P | Entry from the Open Molecules 2025 dataset: C4H10N2OS as an isolated structure (wB97M-V/def2-TZVPD).

The calculation puts the lowest unoccupied orbital energy at 0.52 eV. The frontier orbital gap is 9.32 eV. For the HOMO energy, the calculation gives -0.323 hartree.

```
! RIJCOSX wB97M-V def2-TZVPD def2/J DEFGRID3
* xyz 0 1
S -2.2779 -0.1126 -0.5771
O -1.0248 -2.7225 -0.2472
N -0.6123 -0.5042 -0.3895
N 1.2544 -2.1134 -0.1920
C 0.2815 0.5960 0.0268
C 0.1913 1.5736 -1.0324
C -0.1380 -1.8104 -0.2957
C -0.0694 1.2053 1.3934
H 1.2030 0.0705 0.0119
H 1.4720 2.0892 -1.1588
H -0.5803 2.6072 -0.6308
H 0.0158 0.2036 2.0101
H 0.7277 1.7730 1.7878
H -1.0195 1.7204 1.4506
H 1.4341 -3.1824 0.0920
H -3.0926 -0.9958 0.4440
H 2.1693 -1.5882 -0.4940
H 0.0657 1.1906 -2.1991
*
```

=====

Q | Entry from the Open Molecules 2025 dataset: a 2-piece molecular cluster, C4H10N2OS overall (wB97M-V/def2-TZVPD).

The calculation puts the lowest unoccupied orbital energy at -1.40 eV. The frontier orbital gap is 7.81 eV. For the HOMO energy, the calculation gives -0.339 hartree.

```
! RIJCOSX wB97M-V def2-TZVPD def2/J DEFGRID3
* xyz 0 1
S -3.2828 -0.1381 -0.6635
O 2.9767 0.6788 -0.2483
N 0.7790 0.0135 1.8415
N 1.7105 -0.2590 -1.8905
C 0.7388 -0.2263 0.3795
C 1.9363 0.1616 -0.5564
C -1.9080 -0.4884 0.4489
C -0.7050 0.1239 -0.1933
H -3.1649 1.6146 0.3766
H -0.7402 -0.2349 -1.1998
H -2.0620 -0.0900 1.4275
H 1.6184 -0.3239 2.3276
H 2.5122 -0.1207 -2.6028
H -1.8562 -1.5507 0.6287
H 0.6455 1.0243 2.0558
H 0.7428 -1.4507 0.2905
H -0.8113 1.2755 -0.1807
H 0.8702 -0.0095 -2.2412
*
```

=====

R | Entry from the Open Molecules 2025 dataset: a 2-piece molecular cluster, C4H10N2OS overall (wB97M-V/def2-TZVPD).

The calculation puts the lowest unoccupied orbital energy (spin up / spin down) at 0.75 / 0.45 eV. The frontier orbital gap (spin up / spin down) is 8.40 / 6.92 eV. For the HOMO energy (spin up / spin down), the calculation gives -0.281 / -0.238 hartree.

```
! RIJCOSX wB97M-V def2-TZVPD def2/J DEFGRID3
* xyz 0 1
S -1.4884 0.2372 -0.1818
O 0.6473 0.1874 -1.5707
N 1.1152 -0.5727 1.2931
N 1.1965 -1.6259 0.4972
C 0.1196 0.9415 -0.8295
C 0.5136 2.3109 -0.4152
C -4.0819 -0.2325 -1.2415
C -2.6958 0.3196 -1.3520
H -4.0466 -1.0083 -0.4455
H -2.2545 1.0594 -2.1504
H 0.4058 -2.4537 0.6196
H 0.7520 -0.8446 2.2377
H -4.7757 0.5686 -0.8946
H 1.4804 -1.3788 -0.4061
H -0.2793 3.0306 -0.8235
H 0.3718 2.4119 0.7162
H -4.4396 -0.6727 -2.1457
H 1.5708 2.4870 -0.6468
*
```

=====

We find Q to be the most stable, with the next structure 0.0207 hartree higher.

=====

P | Entry from the Open Molecules 2025 dataset: one molecule with the formula C4H10N2OS (wB97M-V/def2-TZVPD).

The calculation puts the lowest unoccupied orbital energy at 0.70 eV. The frontier orbital gap is 9.53 eV. For the HOMO energy, the calculation gives -0.324 hartree. Its SMILES is C[C@@H](CS)NC(N)=O.

```
! RIJCOSX wB97M-V def2-TZVPD def2/J DEFGRID3
* xyz 0 1
S -2.7850 -1.2994 -0.7992
O 2.4070 -0.8335 -0.5562
N 0.7272 0.6399 -0.0046
N 2.7026 1.5245 -0.4211
C -0.6159 -1.0054 1.2312
C 2.0631 0.3190 -0.3117
C -0.2540 -0.3623 -0.1626
C -1.6194 0.1144 -0.6945
H 0.1289 -1.1747 -0.8792
H 3.6832 1.6038 -0.4569
H 0.4939 1.4804 0.5386
H -2.0176 0.8460 -0.0219
H -3.5157 -1.0977 0.2565
H -1.5384 -1.7843 1.2031
H 2.2545 2.3438 -0.7926
H -0.8063 -0.0801 1.9300
H -1.5228 0.4524 -1.6585
H 0.2147 -1.6868 1.5995
*
```

=====

Q | Entry from the Open Molecules 2025 dataset: a 2-piece molecular cluster, C4H10N2OS overall (wB97M-V/def2-TZVPD).

The calculation puts the lowest unoccupied orbital energy (spin up / spin down) at -0.78 / -1.96 eV. The frontier orbital gap (spin up / spin down) is 8.05 / 7.07 eV. For the HOMO energy (spin up / spin down), the calculation gives -0.325 / -0.332 hartree.

```
! RIJCOSX wB97M-V def2-TZVPD def2/J DEFGRID3
* xyz 0 1
S 0.9227 -4.4855 -0.3642
O 1.8287 -0.4526 -1.5416
N -0.6573 1.4043 0.2078
N 0.7225 -1.0250 -1.5486
C 0.1206 -0.7349 -2.6122
C -0.9159 2.3262 1.3150
C 0.2450 -1.8135 -0.5374
C 1.2991 -2.7521 0.0077
H -0.4194 1.9142 2.0876
H 0.4790 -0.0591 -3.4764
H -0.2360 -1.2876 0.2840
H -0.6497 -2.3594 -1.0204
H 1.4467 -2.6580 1.0514
H 2.3456 -2.7598 -0.2631
H -1.9003 2.3379 1.5572
H -1.0888 1.9151 -0.5601
H 0.3138 1.2545 0.0262
H -0.5887 3.3407 1.0665
*
```

=====

We find P to be the most stable, with the next structure 0.2762 hartree higher.